Entry from the OMol25 dataset: a molecular structure, C16H20Cl2I2N5O3Sn (ωB97M-V/def2-TZVPD).

Structure (XYZ):
```
49
Properties=species:S:1:pos:R:3
Sn -2.11885 -0.70003 -0.52130
Cl -0.16673 -0.81145 -5.50787
C 0.26348 -2.09893 -4.45686
C 1.01688 -3.12336 -4.86664
C 1.36725 -4.24974 -4.00832
Cl 2.28618 -5.50098 -4.75604
C 0.99950 -4.32052 -2.72539
C 1.27193 -5.42535 -1.81846
C 0.92319 -5.32945 -0.54282
C 0.32222 -4.08327 0.02245
N -0.09142 -3.06827 -0.95299
C 0.22925 -3.18714 -2.17223
C -0.24543 -2.06487 -3.08802
O -1.02664 -1.20814 -2.71355
H 1.37064 -3.13731 -5.89062
H 1.74506 -6.31603 -2.20866
H 1.10986 -6.14173 0.15047
H -0.57084 -4.32778 0.60158
N -2.23185 0.50561 1.83690
C -1.08635 1.42750 1.79690
C -0.76220 2.10016 3.15466
C -0.98677 3.62720 3.21030
C 0.19031 4.47494 2.72424
N 0.68844 4.05656 1.41859
C 0.20190 4.41416 0.24847
N -0.72149 5.37622 0.13294
N 0.65487 3.79485 -0.84543
C 0.08328 0.70340 1.09287
O 1.23904 1.11414 1.23484
O -0.20737 -0.31383 0.35427
H -3.08353 0.99554 2.09118
H -2.08243 -0.21758 2.53672
H -1.38295 2.19866 1.08274
H 0.25567 1.85303 3.46566
H -1.42756 1.65437 3.89426
H -1.17424 3.92480 4.24345
H -1.89423 3.87706 2.64833
H 1.02415 4.36842 3.41454
H -0.05927 5.53642 2.71239
H 1.18829 3.15732 1.41599
H -1.14146 5.78363 0.94709
H -1.13742 5.57993 -0.75778
H 1.24331 2.98328 -0.72571
H 0.16323 3.88245 -1.71702
I 1.47906 -4.43724 2.81866
C 1.31241 -3.39215 0.98012
H 2.30660 -3.35792 0.54047
H 0.98621 -2.38622 1.20711
I -2.32321 1.80970 -1.70248
```

The value obtained for the relative energy (zero: lowest compared OMol25 entry of this formula, charge and spin) is 31.5 kcal/mol. As for the charge: +1. For the HOMO-LUMO gap, the calculation gives 6.778 eV. The calculation puts the highest occupied orbital energy at -11.019 eV.